# C18H40BaOP2Si

C18H40BaOP2Si as an isolated structure in a non-equilibrium geometry (ωB97M-V with the def2-TZVPD basis set, the OMol25 dataset).

XYZ file:
```
63
Properties=species:S:1:pos:R:3
P -1.31 0.22 -2.19
P -1.57 -1.95 0.59
C -2.28 -1.31 -2.11
C -2.80 -1.74 -0.73
H -1.65 -2.11 -2.54
H -3.09 -1.11 -2.81
H -3.54 -1.01 -0.36
H -3.28 -2.71 -0.76
C -0.71 -3.42 0.36
H 0.01 -3.57 1.19
H -0.15 -3.51 -0.58
H -1.49 -4.18 0.41
C -2.26 -1.80 2.11
H -3.01 -2.58 2.14
H -2.73 -0.82 2.31
H -1.51 -1.97 2.90
C -0.32 0.26 -3.55
H 0.25 1.20 -3.68
H -1.05 0.17 -4.36
H 0.39 -0.58 -3.62
C -2.35 1.58 -2.07
H -2.94 1.66 -1.13
H -3.03 1.48 -2.91
H -1.78 2.52 -2.17
Ba -0.06 -0.16 0.13
C -6.10 -3.99 -1.82
C -5.08 -4.78 -2.13
C -4.66 -5.35 -3.46
C -5.22 -4.66 -4.72
C -4.86 -3.21 -4.82
C -5.46 -2.16 -4.27
C -6.69 -2.09 -3.41
C -7.14 -3.40 -2.72
C 1.51 1.77 -0.62
H -6.19 -3.69 -0.76
H -4.42 -5.10 -1.30
H -4.91 -6.43 -3.50
H -3.56 -5.31 -3.51
H -4.80 -5.19 -5.60
H -6.31 -4.82 -4.78
H -3.95 -3.01 -5.42
H -5.02 -1.17 -4.48
H -7.53 -1.68 -3.99
H -6.50 -1.34 -2.62
H -8.04 -3.16 -2.11
H -7.48 -4.11 -3.48
H 1.48 2.37 0.32
H 1.02 2.22 -1.34
H 2.33 1.16 -0.79
C 2.32 3.44 2.41
Si 2.87 1.76 1.84
C 4.36 1.89 0.72
C 3.25 0.70 3.27
O 1.69 0.92 1.27
H 3.17 3.88 2.99
H 1.46 3.35 3.08
H 2.09 4.12 1.59
H 5.17 2.35 1.33
H 4.68 0.90 0.40
H 4.17 2.53 -0.15
H 2.38 0.62 3.93
H 3.57 -0.29 2.95
H 4.08 1.19 3.83
```

## Properties
Energy relative to the best compared isomer or geometry (same formula, charge and spin) (eV): 7.218
Calculated total energy (hartree): -1782.34345
Gap between HOMO and LUMO (spin up / spin down) (eV): 5.15 / 3.12
Total charge: 0



# C30H44Br2N2P2Ti

C30H44Br2N2P2Ti as an isolated structure in a non-equilibrium geometry (ωB97M-V with the def2-TZVPD basis set, the OMol25 dataset).

XYZ file:
```
81
Properties=species:S:1:pos:R:3
N -5.39 3.32 -2.70
C -5.26 3.50 -1.39
C -4.33 2.79 -0.62
C -3.49 1.85 -1.28
C -3.69 1.65 -2.65
C -4.66 2.39 -3.32
C -2.24 1.30 -0.68
Ti -0.69 0.30 0.23
P 3.69 -0.45 0.64
C -1.03 1.12 -1.46
C 0.15 1.99 -1.34
C 1.25 1.57 -2.11
C 2.28 2.44 -2.46
C 2.36 3.69 -1.81
C 1.31 4.10 -0.96
C 0.21 3.26 -0.71
Br 3.83 4.79 -2.05
H -2.26 1.39 0.41
H -1.04 0.36 -2.26
H -4.19 3.04 0.43
H -3.02 1.00 -3.24
H -5.91 4.25 -0.92
H -4.83 2.24 -4.39
H 1.24 0.52 -2.49
H -0.61 3.57 -0.05
H 2.99 2.16 -3.25
H 1.37 5.07 -0.48
P -1.09 -2.17 -0.19
C 4.29 1.27 0.73
C 5.79 1.23 0.35
H 4.16 1.60 1.77
H 3.71 1.96 0.09
H 6.26 2.22 0.36
H 6.33 0.59 1.07
H 5.94 0.80 -0.65
C 3.11 -0.81 -1.04
C 4.06 -1.69 -1.86
H 3.01 0.17 -1.54
H 2.10 -1.26 -0.95
H 3.63 -1.86 -2.86
H 5.03 -1.18 -2.00
H 4.24 -2.66 -1.38
C 2.57 -0.77 2.00
C 3.32 -1.47 3.15
H 1.73 -1.38 1.60
H 2.19 0.22 2.31
H 2.60 -1.99 3.80
H 4.03 -2.22 2.77
H 3.88 -0.76 3.76
C -0.78 -3.29 1.27
C -1.34 -4.72 1.30
H -1.15 -2.76 2.17
H 0.31 -3.35 1.39
H -2.41 -4.75 1.55
H -1.21 -5.25 0.35
H -0.83 -5.32 2.06
C -0.10 -2.88 -1.57
C -0.55 -2.61 -3.01
H -0.05 -3.97 -1.40
H 0.92 -2.50 -1.42
H -1.54 -3.03 -3.23
H -0.56 -1.54 -3.26
H 0.15 -3.11 -3.70
C -2.76 -2.63 -0.79
C -3.86 -2.04 0.07
H -2.81 -3.73 -0.79
H -2.89 -2.31 -1.84
H -3.85 -0.94 0.06
H -4.84 -2.37 -0.32
H -3.76 -2.40 1.10
Br -2.01 -1.77 4.63
C -1.76 0.03 3.97
C -1.48 1.13 4.78
C -0.99 2.29 4.14
C -0.70 2.28 2.78
N -1.05 1.21 2.02
C -1.83 0.22 2.58
H -1.66 1.07 5.85
H -0.81 3.20 4.70
H -0.21 3.12 2.27
H -2.53 -0.33 1.93
```

## Properties
Expectation value of S²: 2.11
Energy relative to the best compared isomer or geometry (same formula, charge and spin) (eV): 0.781
Spin multiplicity: 3
Calculated total energy (hartree): -7958.52281
Gap between HOMO and LUMO (spin up / spin down) (eV): 6.07 / 3.53
Total charge: +2



# C10H16NO

A 2-piece molecular cluster, C10H16NO overall in a non-equilibrium geometry (ωB97M-V with the def2-TZVPD basis set, the OMol25 dataset).

XYZ file:
```
28
Properties=species:S:1:pos:R:3
C 3.17 -0.07 0.02
C 2.23 0.73 -0.16
C -2.48 -0.44 0.67
C -0.49 -1.13 -0.89
C -0.24 0.04 1.23
C -2.53 0.89 0.11
C -0.79 0.17 -1.66
C -1.04 -0.98 0.52
C -0.30 1.30 0.49
C 4.32 -0.93 0.23
N -1.17 1.26 -0.66
O 1.36 1.55 -0.56
H -2.68 -0.36 1.78
H -3.21 -0.95 0.14
H -1.04 -1.93 -1.52
H 0.55 -1.40 -0.97
H -0.51 0.18 2.37
H 0.81 -0.40 1.36
H -3.30 1.03 -0.65
H -2.71 1.65 0.82
H 0.14 0.48 -1.98
H -1.62 0.04 -2.46
H -0.91 -1.93 1.00
H -0.03 2.26 0.86
H 4.41 -1.89 -0.36
H 5.25 -0.30 -0.10
H 4.29 -1.07 1.37
H -1.50 2.22 -0.99
```

## Properties
Energy relative to the best compared isomer or geometry (same formula, charge and spin) (eV): 3.653
Calculated total energy (hartree): -520.19050
Gap between HOMO and LUMO (eV): 7.50
Total charge: +1



# C25H31BFIN5O3RbS3

C25H31BFIN5O3RbS3 as an isolated structure (ωB97M-V with the def2-TZVPD basis set, the OMol25 dataset).

XYZ file:
```
71
Properties=species:S:1:pos:R:3
Rb -1.17 2.68 0.67
C 1.22 1.79 -6.78
C 2.24 0.96 -6.01
C 2.50 -0.34 -6.76
C 3.35 -1.29 -5.94
C 2.65 -1.58 -4.65
C 2.72 -2.81 -4.04
C 2.09 -3.03 -2.82
F 2.19 -4.26 -2.27
C 1.41 -2.04 -2.17
C 1.32 -0.77 -2.78
C 0.65 0.31 -2.03
O 0.16 0.11 -0.92
C 0.66 1.60 -2.69
C 1.21 1.72 -3.91
N 1.79 0.70 -4.63
C 1.91 -0.55 -4.03
C 0.05 2.77 -1.93
O 0.81 3.32 -1.10
O -1.17 2.97 -2.12
H 1.50 1.80 -7.84
H 1.16 2.82 -6.45
H 0.23 1.34 -6.70
H 3.19 1.52 -5.95
H 2.99 -0.09 -7.70
H 1.54 -0.80 -7.00
H 4.32 -0.84 -5.74
H 3.54 -2.22 -6.48
H 3.27 -3.63 -4.50
H 0.93 -2.19 -1.21
H 1.22 2.69 -4.40
C -5.88 -0.05 2.40
N -5.20 -1.01 3.24
C -5.49 -2.36 3.33
C -4.58 -2.88 4.17
N -3.75 -1.88 4.61
B -2.57 -2.08 5.59
N -1.20 -2.00 4.84
C -0.12 -1.33 5.39
C 0.91 -1.37 4.52
N 0.46 -2.08 3.43
C 1.18 -2.28 2.19
C -0.83 -2.49 3.64
S -1.69 -3.48 2.56
C -4.12 -0.72 4.02
S -3.46 0.84 4.14
H -6.88 -0.42 2.18
H -5.34 0.11 1.47
H -5.94 0.90 2.93
H -6.28 -2.82 2.76
H -4.42 -3.90 4.48
H -2.56 -1.16 6.38
H -2.71 -3.15 6.15
H -0.21 -0.83 6.34
H 1.89 -0.93 4.55
H 2.25 -2.22 2.39
H 0.91 -1.51 1.46
H 0.92 -3.26 1.79
I -0.98 6.88 3.05
C -2.15 5.43 1.75
H -2.44 6.16 0.98
H -3.05 5.38 2.38
C 2.40 2.25 3.76
S 1.51 1.40 2.45
C 2.65 1.68 1.08
H 3.37 1.79 3.94
H 1.80 2.17 4.66
H 2.53 3.31 3.52
H 2.77 2.75 0.88
H 2.20 1.24 0.20
H 3.62 1.22 1.28
```

## Properties
Energy relative to the best compared isomer or geometry (same formula, charge and spin) (eV): 1.160
Calculated total energy (hartree): -3111.97730
Gap between HOMO and LUMO (eV): 4.63
Total charge: -2



# C7H16O2

A 2-piece molecular cluster, C7H16O2 overall in a non-equilibrium geometry (ωB97M-V with the def2-TZVPD basis set, the OMol25 dataset).

XYZ file:
```
25
Properties=species:S:1:pos:R:3
C -0.79 -0.52 -0.10
C -1.67 -1.23 0.93
C -0.29 -1.54 -1.12
C -1.59 0.59 -0.78
C 0.27 1.19 1.75
C 0.58 0.05 0.81
O 1.43 -0.81 1.10
H -2.10 -0.53 1.66
H -1.13 -2.01 -1.65
H -2.41 0.17 -1.38
H -2.50 -1.74 0.44
H -1.09 -1.97 1.49
H 0.28 -2.33 -0.63
H 0.36 -1.08 -1.86
H -0.97 1.18 -1.46
H -2.04 1.28 -0.05
H -0.28 0.84 2.61
H 1.22 1.61 2.10
H -0.30 1.97 1.24
C 2.07 1.15 -0.95
O 2.92 0.05 -1.07
H 2.74 -0.51 -0.27
H 2.48 1.89 -0.26
H 1.89 1.60 -1.92
H 0.91 0.70 -0.66
```

## Properties
Energy relative to the best compared isomer or geometry (same formula, charge and spin) (eV): 2.394
Calculated total energy (hartree): -426.72787
SMILES string: CC(=O)C(C)(C)C.CO
Gap between HOMO and LUMO (eV): 9.94
Total charge: 0